The following is a DFT calculation (ωB97M-V/def2-TZVPD) of C41H41FMoP2 as an isolated structure.

Atoms and positions in Å:
Mo1 -1.6560 -1.4756 -0.0464
C1 -3.1275 -2.9252 0.0440
C2 -2.1082 -3.2377 -0.9442
C3 -2.2324 -2.9121 -2.4140
C4 -2.8293 -1.5099 -2.6668
C5 -2.3209 -0.4869 -1.6716
C6 -3.0984 -0.1023 -0.4797
C7 -4.4448 -0.7141 -0.2438
C8 -4.4571 -2.2736 -0.2831
C9 2.0454 2.4085 0.2691
H1 -3.1429 -3.5631 0.9395
H2 -1.4109 -4.0494 -0.7015
H3 -2.7921 -3.6774 -2.9805
H4 -1.2191 -2.9414 -2.8431
H5 -2.5125 -1.1825 -3.6676
H6 -3.9195 -1.5116 -2.7178
H7 -1.6455 0.2613 -2.0784
H8 -2.9484 0.8933 -0.0554
H9 -5.2048 -0.3276 -0.9462
H10 -4.8012 -0.4038 0.7490
H11 -5.1827 -2.5941 0.4860
H12 -4.8601 -2.6759 -1.2258
H13 1.5957 1.6617 0.9329
H14 2.2680 3.3050 0.8644
H15 2.9820 2.0262 -0.1596
P1 1.0905 -0.8997 -0.0068
P2 0.8625 2.7296 -1.0336
C10 1.1760 -0.0379 -1.5756
C11 0.6444 1.2003 -1.8794
C12 2.0590 -2.3742 -0.5377
C13 1.6854 -3.2343 -1.5976
C14 2.4286 -4.3896 -1.8590
C15 3.5713 -4.6942 -1.1111
C16 3.9923 -3.8034 -0.1157
C17 3.2479 -2.6623 0.1657
C18 -1.1161 -1.6459 2.0466
C19 -1.9010 -0.9617 2.9693
C20 -2.1581 -1.6005 4.1951
C21 -1.5171 -2.8061 4.5105
C22 -0.6284 -3.3915 3.6002
C23 -0.4052 -2.7976 2.3550
C24 1.5837 3.8138 -2.3158
C25 2.6869 3.3110 -3.0370
C26 3.1824 4.0024 -4.1400
C27 2.5728 5.1957 -4.5379
C28 1.4629 5.6945 -3.8416
C29 0.9643 5.0018 -2.7326
C30 -0.6449 3.3921 -0.3055
C31 -0.6873 3.7995 1.0397
C32 -1.8850 4.2679 1.5854
C33 -3.0451 4.3164 0.8063
C34 -3.0149 3.8787 -0.5193
C35 -1.8282 3.3982 -1.0732
H16 1.5859 -0.6199 -2.4191
H17 0.1659 1.3432 -2.8562
H18 0.8068 -3.0172 -2.2144
H19 2.1105 -5.0741 -2.6500
H20 4.1329 -5.6112 -1.2913
H21 4.8942 -4.0077 0.4616
H22 3.5783 -1.9981 0.9565
H23 -2.2880 0.0292 2.7369
H24 -2.8839 -1.1918 4.8990
H25 -1.7275 -3.3231 5.4585
H26 -0.1303 -4.3277 3.8527
H27 0.3056 -3.2115 1.6448
H28 3.1143 2.3464 -2.7582
H29 4.0317 3.5946 -4.6935
H30 2.9528 5.7332 -5.4054
H31 0.9717 6.6128 -4.1697
H32 0.0731 5.3569 -2.2092
H33 0.2101 3.7591 1.6548
H34 -1.9082 4.5956 2.6282
H35 -3.9724 4.6896 1.2374
H36 -3.9160 3.9096 -1.1314
H37 -1.8076 3.0298 -2.0998
F1 4.5799 -0.6063 5.4282
C36 3.6754 -0.4089 4.4050
C37 2.3116 -0.4868 4.6821
C38 1.4015 -0.3783 3.5917
C39 1.8801 -0.2722 2.3054
C40 3.2138 -0.0328 2.0814
C41 4.1672 -0.1729 3.1170
H38 1.9600 -0.6483 5.7042
H39 0.3456 -0.4029 3.8392
H40 3.5687 0.2141 1.0758
H41 5.2400 -0.1172 2.9239

## Properties
- LUMO level (alpha / beta) (eV) = -7.04 / -7.26
- net charge = +2
- ⟨S²⟩ = 2.02
- energy relative to the best compared isomer or geometry (same formula, charge and spin) (kJ/mol) = 127.3
- max |F| (eV/Å) = 5.622
- Kohn-Sham gap (alpha / beta) (eV) = 5.70 / 6.35
- 2S+1 = 3

Löwdin charges in e: number 1, Mo, carries 1.37; number 2, C, carries -0.26; number 3, C, carries -0.31; number 4, C, carries -0.17; number 5, C, carries -0.17; number 6, C, carries -0.32; number 7, C, carries -0.30; number 8, C, carries -0.18; number 9, C, carries -0.17; number 10, C, carries -0.18; number 11, H, carries 0.13; number 12, H, carries 0.12; number 13, H, carries 0.14; number 14, H, carries 0.09; number 15, H, carries 0.13; number 16, H, carries 0.11; number 17, H, carries 0.07; number 18, H, carries 0.11; number 19, H, carries 0.13; number 20, H, carries 0.12; number 21, H, carries 0.13; number 22, H, carries 0.12; number 23, H, carries 0.01; number 24, H, carries 0.09; number 25, H, carries 0.07; number 26, P, carries 1.08; number 27, P, carries 1.00; number 28, C, carries -0.32; number 29, C, carries -0.29; number 30, C, carries -0.41; number 31, C, carries -0.11; number 32, C, carries -0.06; number 33, C, carries -0.05; number 34, C, carries -0.05; number 35, C, carries -0.09; number 36, C, carries -0.34; number 37, C, carries -0.13; number 38, C, carries -0.07; number 39, C, carries -0.06; number 40, C, carries -0.06; number 41, C, carries -0.15; number 42, C, carries -0.29; number 43, C, carries -0.08; number 44, C, carries -0.05; number 45, C, carries -0.04; number 46, C, carries -0.05; number 47, C, carries -0.06; number 48, C, carries -0.31; number 49, C, carries -0.06; number 50, C, carries -0.05; number 51, C, carries -0.04; number 52, C, carries -0.06; number 53, C, carries -0.10; number 54, H, carries 0.10; number 55, H, carries 0.10; number 56, H, carries 0.08; number 57, H, carries 0.12; number 58, H, carries 0.12; number 59, H, carries 0.12; number 60, H, carries 0.07; number 61, H, carries 0.10; number 62, H, carries 0.12; number 63, H, carries 0.12; number 64, H, carries 0.12; number 65, H, carries 0.09; number 66, H, carries 0.11; number 67, H, carries 0.12; number 68, H, carries 0.12; number 69, H, carries 0.12; number 70, H, carries 0.11; number 71, H, carries 0.10; number 72, H, carries 0.12; number 73, H, carries 0.12; number 74, H, carries 0.12; number 75, H, carries 0.12; number 76, F, carries 0.06; number 77, C, carries -0.22; number 78, C, carries 0.04; number 79, C, carries -0.06; number 80, C, carries -0.10; number 81, C, carries -0.18; number 82, C, carries 0.03; number 83, H, carries 0.14; number 84, H, carries 0.09; number 85, H, carries 0.09; number 86, H, carries 0.14


The following is a DFT calculation (ωB97M-V/def2-TZVPD) of C41H41HfN9SSb as an isolated structure.

Atoms and positions in Å:
Hf1 9.5125 11.9368 12.9830
C1 9.5573 14.2130 15.5516
N1 8.8552 12.9489 15.2301
C2 7.4133 13.1764 15.2569
C3 6.6499 11.9341 14.6485
C4 5.3536 11.7687 14.9903
C5 4.7040 10.7314 14.3549
C6 5.3623 9.8861 13.5006
C7 6.7155 10.0319 13.3633
N2 7.3745 11.1048 13.8963
C8 9.1473 11.9124 16.1754
C9 10.4688 11.1930 15.9247
C10 11.3393 10.9324 16.9082
C11 12.4647 10.1375 16.6516
C12 12.6478 9.6139 15.3697
C13 11.6756 9.8614 14.4296
N3 10.6423 10.6961 14.6769
C14 9.8056 15.0190 14.2827
C15 9.7214 16.4330 14.2350
C16 10.1950 17.0451 13.0686
C17 10.7034 16.2727 12.0528
C18 10.5989 14.9091 12.1398
N4 10.1276 14.2990 13.2104
H1 9.0011 14.8369 16.2670
H2 10.5589 13.8904 15.9003
H3 7.1109 13.2796 16.3147
H4 7.1905 14.0765 14.7303
H5 4.9178 12.4465 15.6724
H6 3.6041 10.5483 14.4367
H7 4.8630 9.0367 13.0701
H8 7.2038 9.3127 12.7348
H9 9.2356 12.2985 17.1830
H10 8.3810 11.1538 16.1703
H11 11.2873 11.3616 17.8964
H12 13.1085 9.9177 17.4953
H13 13.4886 8.9993 15.0551
H14 11.7951 9.4400 13.5019
H15 9.3209 16.9938 15.0357
H16 10.1104 18.1498 13.0121
H17 11.2443 16.6962 11.1872
H18 10.8193 14.2904 11.2622
C19 6.4472 15.0109 12.3869
C20 7.4376 14.4224 11.3878
C21 7.6005 14.8489 10.1057
C22 8.4700 14.1996 9.1807
C23 9.1277 13.0937 9.6407
C24 8.9334 12.6728 10.9553
N5 8.0704 13.2858 11.8143
Sb1 10.8915 10.0956 9.8164
C25 12.3393 11.0067 11.1927
C26 13.6458 10.8440 10.7595
C27 14.6835 11.5167 11.3599
C28 14.3697 12.2921 12.4307
C29 13.0609 12.4261 12.8932
C30 12.8003 13.2051 14.1763
N6 12.0257 11.8267 12.2170
C31 12.2420 8.3183 9.7205
C32 12.4892 7.7522 8.4687
C33 13.1975 6.5659 8.4094
C34 13.5757 5.9841 9.6008
C35 13.3473 6.6378 10.7905
C36 13.7165 6.0683 12.1509
N7 12.7035 7.8112 10.8706
H19 5.9514 14.2562 13.0169
H20 7.0194 15.6023 13.1131
H21 5.6386 15.6620 12.0062
H22 7.0421 15.7437 9.6789
H23 8.6779 14.5773 8.1643
H24 9.8897 12.5713 9.0445
H25 13.7800 10.1858 9.9127
H26 15.6263 11.5000 10.8865
H27 15.1778 12.7600 13.0265
H28 13.7538 13.2234 14.7764
H29 12.5257 14.2503 14.1240
H30 11.9838 12.7268 14.8384
H31 12.1766 8.2737 7.5639
H32 13.3929 6.0351 7.4892
H33 14.0356 5.0459 9.4825
H34 13.8682 4.9911 12.2045
H35 14.6504 6.6291 12.3458
H36 13.0083 6.3506 12.8915
C37 8.1087 7.6393 7.1707
C38 7.8937 7.5734 8.7084
C39 6.8164 6.9034 9.3257
C40 6.6932 7.0563 10.7236
N8 7.4618 7.7960 11.4380
C41 8.4057 8.4058 10.7460
S1 9.6538 9.3254 11.7896
N9 8.7164 8.2877 9.4739
H37 8.0721 6.5920 6.8180
H38 9.0699 8.1403 6.9489
H39 7.3732 8.2366 6.6916
H40 6.1289 6.3483 8.8039
H41 5.8636 6.6083 11.2443

## Properties
- LUMO level (eV) = -8.21
- net charge = +3
- max |F| (eV/Å) = 3.542
- Kohn-Sham gap (eV) = 7.39
- 2S+1 = 1

Löwdin charges in e: number 1, Hf, carries 1.67; number 2, C, carries -0.07; number 3, N, carries -0.24; number 4, C, carries -0.09; number 5, C, carries -0.27; number 6, C, carries 0.01; number 7, C, carries 0.00; number 8, C, carries -0.02; number 9, C, carries -0.09; number 10, N, carries 0.01; number 11, C, carries -0.13; number 12, C, carries -0.28; number 13, C, carries 0.00; number 14, C, carries 0.03; number 15, C, carries 0.01; number 16, C, carries -0.13; number 17, N, carries -0.02; number 18, C, carries -0.24; number 19, C, carries 0.04; number 20, C, carries 0.00; number 21, C, carries -0.02; number 22, C, carries -0.15; number 23, N, carries -0.01; number 24, H, carries 0.15; number 25, H, carries 0.13; number 26, H, carries 0.15; number 27, H, carries 0.09; number 28, H, carries 0.13; number 29, H, carries 0.15; number 30, H, carries 0.12; number 31, H, carries 0.03; number 32, H, carries 0.14; number 33, H, carries 0.14; number 34, H, carries 0.14; number 35, H, carries 0.13; number 36, H, carries 0.13; number 37, H, carries 0.05; number 38, H, carries 0.12; number 39, H, carries 0.15; number 40, H, carries 0.14; number 41, H, carries 0.12; number 42, C, carries 0.00; number 43, C, carries -0.29; number 44, C, carries 0.01; number 45, C, carries -0.01; number 46, C, carries -0.14; number 47, C, carries -0.35; number 48, N, carries -0.04; number 49, Sb, carries 1.38; number 50, C, carries -0.47; number 51, C, carries -0.10; number 52, C, carries -0.01; number 53, C, carries -0.01; number 54, C, carries -0.28; number 55, C, carries -0.02; number 56, N, carries -0.02; number 57, C, carries -0.46; number 58, C, carries -0.11; number 59, C, carries -0.04; number 60, C, carries 0.00; number 61, C, carries -0.31; number 62, C, carries -0.01; number 63, N, carries 0.07; number 64, H, carries 0.07; number 65, H, carries 0.07; number 66, H, carries 0.11; number 67, H, carries 0.16; number 68, H, carries 0.14; number 69, H, carries 0.04; number 70, H, carries 0.09; number 71, H, carries 0.12; number 72, H, carries 0.14; number 73, H, carries 0.11; number 74, H, carries 0.07; number 75, H, carries 0.06; number 76, H, carries 0.10; number 77, H, carries 0.12; number 78, H, carries 0.11; number 79, H, carries 0.09; number 80, H, carries 0.10; number 81, H, carries 0.05; number 82, C, carries 0.01; number 83, C, carries -0.24; number 84, C, carries 0.06; number 85, C, carries -0.09; number 86, N, carries 0.05; number 87, C, carries -0.65; number 88, S, carries 0.56; number 89, N, carries 0.03; number 90, H, carries 0.10; number 91, H, carries 0.08; number 92, H, carries 0.07; number 93, H, carries 0.10; number 94, H, carries 0.13